Entry 1:
Molecular formula: C44H51IIrN6O3S6Se
Method: DFT, wB97M-V/def2-TZVPD

Computed properties:
ΔE to the lowest compared entry with this formula, charge and spin   73.46 kJ/mol
Frontier orbital gap   6.30 eV
LUMO energy   -2.9 eV
E_HOMO   -9.23 eV
Total charge   +1
Molecular weight   1302.41 g mol⁻¹

Cartesian coordinates (Å):
Ir  -1.2823  -0.6194  0.2770
C  -2.6706  3.6592  -1.1003
C  -1.5261  3.5991  -0.1420
N  -1.0889  4.7143  0.3841
C  -0.0255  4.6888  1.2180
C  0.6332  3.5431  1.5635
C  1.9318  3.6049  2.3285
O  1.8834  2.9305  3.5796
C  0.1246  2.3136  1.0648
C  0.7628  1.1017  1.4917
N  0.5563  -0.1034  1.0569
C  1.4967  -1.0881  1.5341
C  2.7806  -0.7218  1.9575
C  3.6726  -1.6563  2.4462
C  3.3317  -2.9999  2.5019
C  2.0927  -3.3981  2.0383
C  1.2073  -2.4452  1.5554
I  -0.5910  -3.1162  0.7896
C  -0.9522  2.3275  0.1804
O  -1.4034  1.2625  -0.4358
H  -2.9087  4.6988  -1.3106
H  -3.5465  3.1623  -0.6737
H  -2.4179  3.1445  -2.0275
H  0.3221  5.6532  1.5718
H  2.2374  4.6477  2.4282
H  2.7126  3.1051  1.7469
H  1.8040  3.5554  4.3066
H  1.4928  1.2253  2.2807
H  3.1050  0.3058  1.8881
H  4.6487  -1.3283  2.7760
H  4.0308  -3.7338  2.8773
H  1.8158  -4.4436  2.0451
C  -3.1623  4.6104  3.6115
S  -3.1670  2.9947  2.8084
C  -1.9283  2.1351  3.6922
C  -1.5757  0.8681  3.3951
S  -2.4474  -0.0753  2.2096
S  -0.3737  0.1431  4.4425
C  -0.1219  1.4939  5.4855
S  0.9250  1.5396  6.7359
S  -1.1193  2.8561  5.0536
H  -4.0428  5.1208  3.2262
H  -2.2763  5.1863  3.3497
H  -3.2628  4.5191  4.6911
C  -6.4399  -5.1412  -2.0204
C  -5.6407  -3.8968  -2.3881
C  -4.2288  -3.9135  -1.8230
N  -4.2104  -3.8221  -0.3579
C  -3.8981  -2.7533  0.3571
S  -3.5006  -1.2625  -0.4448
N  -3.8944  -2.8269  1.7026
C  -4.3694  -3.8532  2.5700
O  -3.7448  -4.0974  3.5655
C  -5.6694  -4.4964  2.2394
C  -6.7026  -3.7651  1.6560
C  -7.9398  -4.3582  1.4659
C  -8.1378  -5.6816  1.8395
C  -7.1077  -6.4104  2.4201
C  -5.8753  -5.8148  2.6358
H  -7.4102  -5.1471  -2.5159
H  -6.6278  -5.2024  -0.9472
H  -5.9099  -6.0461  -2.3257
H  -6.1469  -2.9926  -2.0376
H  -5.5608  -3.8153  -3.4745
H  -3.6334  -3.0866  -2.2004
H  -3.7253  -4.8465  -2.0862
H  -4.5425  -4.6359  0.1439
H  -3.4004  -2.0658  2.1852
H  -6.5499  -2.7267  1.3860
H  -8.7502  -3.7894  1.0304
H  -9.1035  -6.1444  1.6857
H  -7.2708  -7.4364  2.7203
H  -5.0699  -6.3543  3.1166
C  1.5204  -3.2548  -4.7180
C  0.9150  -2.1804  -5.6151
C  1.7441  -0.8982  -5.6570
C  1.6729  -0.0654  -4.3799
N  0.3577  0.5559  -4.2192
C  -0.6361  0.1824  -3.3826
Se  -0.4387  -1.2389  -2.1766
N  -1.6935  0.9854  -3.6086
C  -3.0369  0.8163  -3.0620
C  -3.8305  -0.2603  -3.7932
C  -4.0493  -0.0329  -5.2940
C  -2.9681  -0.6580  -6.1731
C  -1.3627  1.9194  -4.5848
C  -2.0817  2.9671  -5.1483
C  -1.4429  3.7082  -6.1238
C  -0.1316  3.4185  -6.5257
C  0.5831  2.3799  -5.9612
C  -0.0636  1.6388  -4.9788
H  0.9667  -4.1903  -4.8012
H  1.5049  -2.9607  -3.6680
H  2.5555  -3.4567  -5.0013
H  -0.1047  -1.9492  -5.2883
H  0.8289  -2.5675  -6.6323
H  1.4238  -0.2757  -6.4963
H  2.7935  -1.1476  -5.8348
H  2.4032  0.7448  -4.4048
H  1.8617  -0.6624  -3.4902
H  -3.5287  1.7852  -3.1335
H  -2.9261  0.5892  -2.0095
H  -4.7890  -0.3402  -3.2750
H  -3.3173  -1.2158  -3.6443
H  -4.1288  1.0366  -5.5069
H  -5.0121  -0.4648  -5.5734
H  -1.9911  -0.1931  -6.0279
H  -3.2163  -0.5622  -7.2303
H  -2.8639  -1.7228  -5.9516
H  -3.0895  3.2042  -4.8375
H  -1.9669  4.5323  -6.5878
H  0.3303  4.0219  -7.2948
H  1.5966  2.1623  -6.2675


Entry 2:
Molecular formula: C44H52BiBr2IN5OS3
Method: DFT, wB97M-V/def2-TZVPD

Computed properties:
ΔE to the lowest compared entry with this formula, charge and spin   163.90 kJ/mol
Frontier orbital gap (alpha / beta)   5.69 / 6.60 eV
LUMO energy (alpha / beta)   1.5 / 1.8 eV
E_HOMO (alpha / beta)   -4.17 / -4.78 eV
Total charge   -1
Molecular weight   1258.83 g mol⁻¹

Cartesian coordinates (Å):
Bi  0.4468  1.2549  -0.7245
Br  1.4640  5.1121  2.5524
C  0.5865  3.5394  3.1163
C  0.3766  3.3316  4.4873
C  -0.2913  2.2275  4.9314
Br  -0.5822  2.0128  6.8000
C  -0.7614  1.2534  4.0197
C  -1.5030  0.0996  4.3622
C  -1.9055  -0.7625  3.3826
C  -1.5177  -0.5176  2.0495
N  -0.8279  0.5378  1.7061
C  -0.4904  1.4500  2.6470
C  0.1438  2.6470  2.1477
O  0.2468  2.8645  0.8803
H  0.7394  4.0686  5.1901
H  -1.7619  -0.0749  5.3983
H  -2.5151  -1.6267  3.6154
H  -1.7791  -1.2016  1.2494
C  3.3213  -0.7792  -3.0640
C  2.0342  -1.2960  -3.6439
C  1.9872  -2.5812  -4.1715
C  0.8322  -3.0745  -4.7524
C  -0.2917  -2.2683  -4.8270
C  -0.2843  -0.9749  -4.3185
C  -1.5115  -0.1169  -4.4693
C  0.8849  -0.5006  -3.7031
N  0.8863  0.7941  -3.1152
C  0.8595  1.8644  -3.8947
C  1.0782  1.7846  -5.3836
C  0.6456  3.1250  -3.2926
C  0.5723  4.3517  -4.1611
N  0.4972  3.2058  -1.9582
C  0.5201  4.5195  -1.3889
C  1.7132  5.2448  -1.3541
C  3.0168  4.7043  -1.8800
C  1.6919  6.5403  -0.8403
C  0.5216  7.1091  -0.3777
C  -0.6559  6.3770  -0.4221
C  -0.6749  5.0837  -0.9227
C  -1.9567  4.3084  -0.9707
H  3.8195  -1.5564  -2.4829
H  3.1682  0.0775  -2.4128
H  4.0021  -0.4677  -3.8622
H  2.8732  -3.2032  -4.1073
H  0.8052  -4.0849  -5.1419
H  -1.2039  -2.6462  -5.2745
H  -2.4059  -0.7378  -4.4638
H  -1.4827  0.4334  -5.4150
H  -1.6174  0.6019  -3.6592
H  1.4328  0.7958  -5.6660
H  1.8166  2.5228  -5.7012
H  0.1581  1.9835  -5.9385
H  0.0742  4.1247  -5.1032
H  1.5691  4.7359  -4.3996
H  0.0253  5.1498  -3.6643
H  2.9556  3.6534  -2.1477
H  3.7952  4.7980  -1.1219
H  3.3363  5.2722  -2.7589
H  2.6196  7.1019  -0.8070
H  0.5235  8.1155  0.0228
H  -1.5805  6.8125  -0.0609
H  -2.8077  4.9567  -0.7607
H  -1.9508  3.5084  -0.2283
H  -2.1140  3.8369  -1.9426
S  -2.9434  0.9677  -1.0119
C  -3.9788  -0.2592  -0.3171
C  -5.1355  -0.0387  0.4208
C  -5.8539  -1.1223  0.9138
C  -5.4211  -2.4203  0.6654
C  -4.2663  -2.6434  -0.0771
C  -3.5406  -1.5634  -0.5686
S  -2.0696  -1.6023  -1.5071
H  -5.4669  0.9756  0.6096
H  -6.7554  -0.9527  1.4899
H  -5.9886  -3.2625  1.0434
H  -3.9389  -3.6548  -0.2921
C  -1.8281  -5.0591  4.4461
C  -1.6102  -5.9409  3.2193
C  -0.6337  -5.3469  2.2080
C  -1.1451  -4.0540  1.5780
N  -0.2218  -3.4940  0.6091
C  0.7513  -2.6021  0.8908
S  1.5835  -1.8649  -0.3801
N  1.0322  -2.3874  2.1849
C  1.9211  -1.3520  2.6947
C  3.0894  -1.8971  3.5065
C  4.2014  -2.5544  2.6895
C  3.8308  -3.8895  2.0490
H  -2.4357  -5.5674  5.1957
H  -2.3382  -4.1282  4.1939
H  -0.8737  -4.8002  4.9127
H  -2.5700  -6.1288  2.7275
H  -1.2344  -6.9154  3.5406
H  -0.4381  -6.0618  1.4056
H  0.3318  -5.1620  2.6925
H  -1.3744  -3.3123  2.3489
H  -2.0859  -4.2385  1.0590
H  -0.5465  -3.4091  -0.3468
H  0.4758  -2.8690  2.8730
H  1.3246  -0.6741  3.3120
H  2.2851  -0.7821  1.8404
H  2.7197  -2.5995  4.2651
H  3.5103  -1.0495  4.0543
H  5.0610  -2.7051  3.3497
H  4.5227  -1.8543  1.9128
H  3.3891  -4.5681  2.7852
H  4.7173  -4.3775  1.6393
H  3.1233  -3.7605  1.2309
I  3.2564  1.5604  0.1412


Entry 3:
Molecular formula: C44H52BrInN7O5S
Method: DFT, wB97M-V/def2-TZVPD

Computed properties:
ΔE to the lowest compared entry with this formula, charge and spin   124.00 kJ/mol
Frontier orbital gap   7.97 eV
LUMO energy   2.4 eV
E_HOMO   -5.61 eV
Total charge   -1
Molecular weight   985.73 g mol⁻¹

Cartesian coordinates (Å):
In  -0.6943  0.3443  -0.1014
C  -1.7536  2.7511  3.0522
C  -1.5384  2.0603  4.3861
C  -2.8832  1.7974  5.0770
C  -0.6919  0.7919  4.3961
C  0.0408  0.6237  5.5718
C  0.7602  -0.5230  5.8375
C  0.7329  -1.5459  4.9092
C  0.0165  -1.4280  3.7238
C  -0.0819  -2.6438  2.8268
C  -1.2210  -3.5552  3.3026
C  1.2149  -3.4475  2.7311
C  -0.6756  -0.2348  3.4302
N  -1.3908  -0.1168  2.1864
C  -2.6845  -0.4255  2.3001
O  -3.2940  -0.7729  3.3220
C  -3.5124  -0.3222  1.0353
C  -4.8971  -0.3789  1.0684
C  -5.5859  -0.2430  -0.1283
C  -4.8892  -0.0660  -1.3161
C  -3.5065  -0.0285  -1.2652
N  -2.8705  -0.1658  -0.1094
C  -2.6732  0.1211  -2.5263
O  -3.2972  0.2233  -3.5887
N  -1.3499  0.0697  -2.3541
C  -0.5682  -0.0556  -3.5371
C  0.1674  1.0421  -4.0326
C  1.0122  0.8577  -5.1213
C  1.1098  -0.3689  -5.7578
C  0.3412  -1.4216  -5.3052
C  -0.5029  -1.2885  -4.2052
C  -1.3424  -2.4829  -3.7935
C  -2.5319  -2.6733  -4.7421
C  -0.5258  -3.7766  -3.7305
C  -0.0406  2.4318  -3.4596
C  -1.3885  3.0006  -3.9176
C  1.0538  3.4270  -3.8387
H  -2.1369  3.7610  3.2178
H  -2.4732  2.2273  2.4314
H  -0.8359  2.8331  2.4729
H  -0.9884  2.7622  5.0244
H  -3.3966  0.9607  4.6057
H  -3.5179  2.6847  5.0146
H  -2.7382  1.5495  6.1302
H  0.0213  1.4226  6.3057
H  1.3232  -0.6239  6.7573
H  1.2723  -2.4610  5.1119
H  -0.3364  -2.2850  1.8340
H  -0.9693  -3.9863  4.2757
H  -1.3666  -4.3772  2.5961
H  -2.1555  -3.0064  3.4063
H  1.4445  -3.9452  3.6764
H  2.0605  -2.8204  2.4485
H  1.1007  -4.2324  1.9817
H  -5.3866  -0.5237  2.0198
H  -6.6682  -0.2730  -0.1355
H  -5.3710  0.0537  -2.2750
H  1.5868  1.6913  -5.4994
H  1.7710  -0.4965  -6.6063
H  0.3944  -2.3716  -5.8211
H  -1.7301  -2.2825  -2.7926
H  -2.1730  -2.9771  -5.7291
H  -3.1015  -1.7524  -4.8438
H  -3.1949  -3.4579  -4.3680
H  -0.2420  -4.1117  -4.7293
H  -1.1198  -4.5737  -3.2783
H  0.3851  -3.6507  -3.1444
H  -0.0630  2.3625  -2.3695
H  -1.3529  3.1906  -4.9947
H  -1.5942  3.9390  -3.4000
H  -2.2109  2.3189  -3.7265
H  0.9669  3.7261  -4.8865
H  2.0543  3.0188  -3.6919
H  0.9522  4.3258  -3.2283
N  5.7637  3.9985  -1.2160
C  5.1026  2.7905  -0.9764
C  5.4267  2.0149  0.1346
C  4.7174  0.8558  0.4027
C  3.6748  0.4603  -0.4252
C  3.3632  1.2123  -1.5477
C  4.0670  2.3740  -1.8122
S  2.9855  -1.1508  -0.0624
O  1.5887  1.1520  2.1286
O  3.2431  -1.3456  1.3861
N  1.3447  -0.8768  -0.3502
C  0.7299  -2.0793  -0.4889
N  1.3794  -3.2413  -0.6752
C  0.6386  -4.3304  -0.6960
C  -0.7485  -4.3338  -0.5598
C  -1.3325  -3.0928  -0.4222
N  -0.6044  -1.9920  -0.3779
H  6.7081  4.0407  -0.8689
H  5.6917  4.3357  -2.1630
H  6.2320  2.3269  0.7904
H  4.9551  0.2470  1.2643
H  2.5456  0.9059  -2.1911
H  3.8043  2.9848  -2.6670
H  1.1803  -5.2623  -0.8310
H  -1.3303  -5.2417  -0.5751
H  -2.4050  -2.9630  -0.3140
Br  -1.6684  2.7544  -0.3239
C  2.2893  1.1107  3.3711
C  1.6921  2.1914  1.3132
C  2.4100  3.4302  1.7657
O  1.1674  2.1080  0.2262
H  3.3580  1.2389  3.2050
H  2.0964  0.1202  3.7708
H  1.9070  1.8685  4.0549
H  2.0291  3.7622  2.7315
H  2.2527  4.2021  1.0183
H  3.4760  3.2278  1.8648


Entry 4:
Molecular formula: C44H52N7O2PRh
Method: DFT, wB97M-V/def2-TZVPD

Computed properties:
2S+1   5
ΔE to the lowest compared entry with this formula, charge and spin   260.03 kJ/mol
Frontier orbital gap (alpha / beta)   4.70 / 5.98 eV
LUMO energy (alpha / beta)   2.6 / 1.6 eV
E_HOMO (alpha / beta)   -2.06 / -4.42 eV
Total charge   -1
Molecular weight   844.83 g mol⁻¹

Cartesian coordinates (Å):
Rh  0.4638  0.1640  -0.0177
C  -3.1171  3.1630  5.4613
C  -3.6819  2.5157  4.3711
C  -2.8773  2.1009  3.3199
C  -1.5041  2.3375  3.3382
C  -0.9427  2.9863  4.4388
C  -1.7484  3.3934  5.4928
P  -0.5388  1.7317  1.8916
C  1.0830  1.3159  2.7255
C  0.7681  0.3020  3.8723
C  1.6423  0.4430  5.0685
C  2.5653  1.4541  5.1943
C  2.7626  2.4146  4.1865
C  2.0351  2.3834  2.9893
C  -0.6297  3.1558  0.7579
C  -0.8030  4.4483  1.1797
C  -1.2130  5.4559  0.2800
C  -1.4774  5.1381  -1.0202
C  -1.2952  3.8154  -1.5038
C  -1.5351  3.5060  -2.8670
C  -1.2614  2.2592  -3.3428
C  -0.7270  1.2754  -2.4804
C  -0.5516  1.5021  -1.1415
C  -0.8407  2.8069  -0.6195
H  -3.7398  3.4749  6.2907
H  -4.7470  2.3230  4.3439
H  -3.3096  1.5779  2.4742
H  0.1271  3.1528  4.4766
H  -1.3003  3.8890  6.3451
H  -0.2878  0.2777  4.1629
H  1.5098  -0.2818  5.8636
H  3.1552  1.5214  6.1015
H  3.4633  3.2234  4.3586
H  2.1715  3.1461  2.2364
H  -0.6512  4.6964  2.2235
H  -1.3423  6.4708  0.6343
H  -1.8287  5.8963  -1.7112
H  -1.9188  4.2811  -3.5202
H  -1.4180  2.0271  -4.3899
H  -0.4087  0.3287  -2.9017
C  2.0668  -1.9296  3.3561
C  1.0804  -0.8914  2.8745
N  1.6279  0.0763  1.8467
O  3.0242  0.0913  1.8008
C  -0.1916  -1.4958  2.3520
C  -0.9945  -2.4096  3.2210
N  -0.6795  -1.0742  1.2312
O  -1.8425  -1.4463  0.8179
H  2.4800  -2.4838  2.5146
H  1.5611  -2.6318  4.0191
H  2.8804  -1.4627  3.9088
H  3.2693  0.8151  2.4240
H  -0.7445  -2.2626  4.2729
H  -0.8173  -3.4591  2.9701
H  -2.0545  -2.2112  3.0605
C  -2.3054  -1.8456  -2.1970
N  -3.1953  -2.8089  -2.8638
C  -3.2433  -4.0175  -2.0393
N  -1.9197  -4.6180  -1.8480
C  -1.0626  -3.6091  -1.2057
N  -0.9497  -2.3872  -2.0102
C  -0.4223  -2.7604  -3.3197
N  -1.2671  -3.7355  -4.0231
C  -2.6071  -3.1578  -4.1520
C  -1.3699  -4.9198  -3.1665
H  -2.6967  -1.5925  -1.2143
H  -2.2538  -0.9400  -2.8017
H  -3.8974  -4.7510  -2.5198
H  -3.6542  -3.7577  -1.0623
H  -0.0635  -4.0336  -1.0703
H  -1.4770  -3.3335  -0.2375
H  0.5625  -3.2017  -3.1881
H  -0.3273  -1.8660  -3.9416
H  -3.2533  -3.8788  -4.6612
H  -2.5405  -2.2535  -4.7628
H  -0.3723  -5.3496  -3.0425
H  -2.0105  -5.6561  -3.6607
C  2.3822  3.9251  -0.2872
C  3.1540  3.3814  -1.4849
C  2.2471  3.2196  -2.7044
C  3.9207  2.1185  -1.1539
C  5.2857  2.2226  -0.9662
C  6.0870  1.1030  -0.7924
C  5.5216  -0.1570  -0.9313
C  4.1640  -0.3328  -1.1254
C  3.7009  -1.7215  -1.5040
C  3.0055  -1.6840  -2.8629
C  2.8687  -2.4712  -0.4651
C  3.3077  0.8204  -1.0770
N  1.9832  0.7152  -0.9776
H  3.0623  4.1990  0.5214
H  1.6906  3.1759  0.0900
H  1.8037  4.8082  -0.5674
H  3.9206  4.1192  -1.7487
H  1.4342  2.5285  -2.5002
H  2.8068  2.8469  -3.5647
H  1.8085  4.1839  -2.9695
H  5.7349  3.2095  -0.9720
H  7.1485  1.2104  -0.6127
H  6.1598  -1.0334  -0.9145
H  4.6285  -2.2907  -1.6313
H  2.0475  -1.1706  -2.7854
H  2.8307  -2.6962  -3.2267
H  3.6159  -1.1579  -3.5996
H  1.8707  -2.0404  -0.3517
H  3.3584  -2.4567  0.5079
H  2.7479  -3.5129  -0.7770